C17H33NO8PS2 | wB97M-V/def2-TZVPD

```
62
Properties=species:S:1:pos:R:3:forces:R:3
C -1.351 -0.079 3.045 0.80 -0.57 0.16
C -0.398 -1.265 2.733 -1.58 -0.29 -0.63
C -1.149 -2.621 2.611 0.62 0.07 0.26
C -0.492 -3.639 1.654 -0.40 -0.02 1.08
O -1.146 -3.752 0.399 0.83 0.03 0.12
C -0.604 -2.894 -0.563 -1.33 -0.94 -0.56
C -1.528 -3.050 -1.778 0.04 1.01 0.38
C -2.897 -2.385 -1.498 -0.17 -0.21 -0.59
C -3.179 -1.067 -2.255 0.06 -0.17 0.10
S -3.088 0.404 -1.177 1.12 0.10 -0.27
C -2.428 1.635 -2.326 -1.15 -0.63 0.03
S -3.069 1.726 -3.832 0.09 0.21 0.12
N -1.396 2.396 -1.814 -0.82 0.01 -0.67
C -1.334 3.757 -2.351 0.65 0.86 0.51
C -0.860 4.774 -1.274 0.33 -0.53 -0.71
C -0.171 1.622 -2.085 0.56 -0.76 0.89
C 1.096 2.293 -1.620 0.47 -0.29 -0.36
O 0.704 -3.324 -0.941 -0.17 0.19 0.47
C 1.625 -2.327 -1.071 0.59 0.14 0.92
O 2.024 -1.998 -2.135 0.14 0.17 -1.13
C 2.188 -1.696 0.201 0.32 0.14 -0.42
P 4.024 -1.688 0.118 0.51 -1.07 -0.31
O 4.552 -3.025 -0.171 -0.13 0.21 -0.19
O 4.572 -1.202 1.562 -1.14 0.82 -0.79
O 4.487 -0.573 -0.968 -0.36 -0.42 1.18
H -1.418 0.551 2.165 -0.18 0.25 0.03
H -0.913 0.492 3.858 -0.22 0.35 0.04
H -2.343 -0.425 3.334 -0.05 0.04 0.06
H 0.370 -1.371 3.491 0.33 0.14 -0.15
H 0.017 -1.056 1.753 0.59 0.13 0.15
H -2.200 -2.483 2.349 0.03 0.01 -0.17
H -1.133 -3.072 3.607 -0.23 -0.06 0.02
H -0.532 -4.620 2.126 -0.11 -0.16 -0.22
H 0.569 -3.406 1.557 -0.09 -0.12 -0.26
H -0.642 -1.879 -0.150 0.51 0.21 -0.33
H -1.024 -2.619 -2.643 -0.06 0.16 -0.06
H -1.660 -4.106 -1.996 0.16 -0.17 0.23
H -3.671 -3.076 -1.833 -0.05 -0.10 0.18
H -3.010 -2.294 -0.418 -0.17 0.15 0.03
H -4.146 -1.086 -2.749 -0.12 -0.03 0.11
H -2.448 -0.954 -3.052 0.10 0.24 0.01
H -0.636 3.757 -3.193 -0.19 0.13 -0.19
H -2.296 4.105 -2.704 -0.23 -0.49 -0.16
H -0.772 4.290 -0.304 -0.03 0.13 0.11
H 0.125 5.134 -1.567 0.10 0.13 0.27
H -1.524 5.633 -1.253 -0.14 0.03 0.21
H -0.264 0.686 -1.525 -0.06 0.01 0.00
H -0.129 1.315 -3.138 -0.06 0.42 -0.16
H 1.256 3.270 -2.072 -0.10 0.13 0.10
H 1.147 2.332 -0.539 -0.12 0.33 0.22
H 1.930 1.677 -1.961 0.07 -0.14 -0.03
H 1.830 -0.668 0.249 -0.07 0.27 0.26
H 1.902 -2.235 1.097 0.08 0.09 0.08
H 4.019 -0.443 1.839 0.19 0.06 0.37
H 4.661 0.242 -0.481 -0.01 0.34 -0.25
C 2.021 3.177 3.372 0.21 -0.12 0.13
C 1.559 2.519 2.062 -0.02 0.11 0.18
O 2.162 1.468 1.714 0.26 -0.56 -0.25
O 0.626 3.087 1.464 -0.07 -0.06 -0.04
H 2.837 2.619 3.831 -0.01 -0.02 -0.02
H 2.362 4.195 3.173 -0.11 0.03 0.01
H 1.188 3.222 4.076 -0.03 0.09 -0.07
```
Forces are in eV/Å.

## Properties
HOMO level	-5.4	eV
max |F|	1.7	eV Å⁻¹
net charge	-1
LUMO level	2.19	eV
electronic energy	-2462.1198	a.u.
gap between HOMO and LUMO	7.63	eV
spin multiplicity	1

***

C31H28BBrClN4O4Pb | wB97M-V/def2-TZVPD

```
71
Properties=species:S:1:pos:R:3:forces:R:3
Pb -1.048 -0.033 0.513 0.10 0.00 0.13
N -0.553 0.887 3.932 -0.13 0.59 -0.36
C 0.487 -0.045 3.826 -0.92 0.30 0.26
C 0.359 -1.270 4.498 0.22 -0.09 0.03
C 1.389 -2.207 4.491 -0.57 -0.24 -0.34
C 2.542 -1.965 3.753 0.11 1.00 0.39
C 2.692 -0.715 3.157 -0.52 -0.62 -0.30
C 1.668 0.229 3.133 0.50 0.54 0.05
C 1.869 1.582 2.511 -0.06 0.08 -0.15
C 1.774 2.749 3.292 0.00 -0.24 -0.01
C 1.824 4.010 2.711 -0.12 0.18 0.65
C 2.052 4.153 1.354 -0.10 0.59 0.27
C 2.188 3.038 0.567 0.03 0.07 -1.40
C 2.074 1.793 1.146 -0.01 -0.97 -0.04
H -1.489 0.524 4.060 0.33 -0.22 0.13
H -0.600 1.688 3.285 0.42 -0.88 0.40
H -0.561 -1.457 5.047 0.18 -0.04 -0.05
H 1.240 -3.167 4.988 0.10 0.34 -0.06
H 3.356 -2.664 3.701 0.08 -0.25 0.12
H 3.591 -0.516 2.606 0.40 0.14 -0.09
H 1.636 2.628 4.368 -0.07 0.11 -0.32
H 1.646 4.898 3.326 0.24 -0.36 -0.17
H 2.084 5.146 0.916 0.04 -0.17 0.00
H 2.305 3.180 -0.528 -0.04 -0.42 0.83
O -7.363 2.102 0.211 0.05 0.20 0.05
C -6.105 1.643 0.156 -0.34 -0.10 -0.32
C -5.811 0.297 -0.083 0.91 0.21 0.49
C -4.465 -0.049 -0.040 -0.11 0.05 -0.31
N -3.454 0.841 0.061 -0.47 -0.32 0.42
C -3.795 2.107 0.253 0.18 0.27 -0.20
Br -2.370 3.375 0.398 -0.25 -0.27 0.00
C -5.091 2.575 0.325 0.35 -0.40 0.12
H -7.982 1.389 0.043 -0.26 -0.15 -0.01
H -6.599 -0.442 -0.198 0.21 0.04 0.01
H -4.145 -1.084 -0.093 -0.13 0.04 -0.19
H -5.322 3.601 0.540 -0.02 0.23 -0.07
Cl -0.636 -3.179 -2.726 0.15 0.20 -0.06
C 0.517 -3.047 -1.421 -0.59 -0.27 0.05
C 1.826 -3.396 -1.667 0.41 -0.01 -0.45
C 2.745 -3.443 -0.624 0.50 -0.40 -0.66
C 2.331 -3.134 0.648 0.31 0.34 0.52
C 1.030 -2.743 0.864 -0.90 0.10 1.17
C 0.050 -2.737 -0.134 -0.08 0.12 -0.15
C -1.340 -2.348 0.187 -0.31 0.17 0.02
H 2.123 -3.621 -2.694 -0.09 -0.09 0.35
H 3.770 -3.765 -0.815 -0.24 0.08 0.01
H 3.008 -3.151 1.499 -0.05 -0.13 -0.31
H 0.698 -2.511 1.896 0.28 -0.11 -0.68
H -1.686 -2.753 1.142 0.14 0.01 -0.18
H -2.073 -2.517 -0.604 0.27 -0.18 0.12
O -1.863 0.206 -2.666 0.45 0.40 0.17
B -0.735 0.100 -1.823 -0.76 0.08 -0.74
O 0.412 0.059 -2.639 -0.13 -0.34 -0.73
C -0.041 0.066 -3.979 0.52 0.67 0.31
C 0.693 0.018 -5.152 -1.62 0.10 0.54
C -0.056 0.154 -6.321 0.26 -0.14 -0.02
C -1.440 0.334 -6.323 0.20 0.39 0.12
C -2.144 0.399 -5.131 0.35 -0.35 0.74
C -1.398 0.263 -3.964 -0.65 -0.56 -0.06
H 1.735 -0.127 -5.121 1.08 -0.11 -0.24
H 0.471 0.101 -7.255 0.07 0.05 -0.30
H -1.964 0.508 -7.255 0.08 -0.24 0.00
H -3.217 0.481 -5.066 -0.11 0.17 -0.14
N 2.810 -0.398 -1.505 -0.39 0.28 -0.35
C 3.074 0.246 -0.407 -0.16 0.77 0.73
N 4.307 0.534 0.040 -0.81 -0.53 -0.54
O 2.013 0.646 0.263 0.31 0.73 0.40
H 3.518 -0.963 -1.906 0.56 -0.45 -0.44
H 1.875 -0.325 -1.997 0.51 -0.07 0.69
H 5.102 0.293 -0.513 0.31 -0.07 -0.20
H 4.464 0.928 0.946 -0.15 0.15 0.33
```
Forces are in eV/Å.

## Properties
HOMO level	-9.6	eV
max |F|	1.7	eV Å⁻¹
net charge	+1
LUMO level	-2.18	eV
electronic energy	-4969.8923	a.u.
relative energy (zero: lowest compared OMol25 entry of this formula, charge and spin)	12.5	kcal per mole
gap between HOMO and LUMO	7.40	eV
spin multiplicity	1

***

C42H123N21O15 | wB97M-V/def2-TZVPD

```
201
Properties=species:S:1:pos:R:3:forces:R:3
C -14.335 11.630 12.081 0.09 1.07 0.72
O -13.826 10.906 11.232 0.43 -0.15 -0.19
N -13.562 12.511 12.857 -2.22 -1.43 -1.70
N -15.709 11.634 12.225 0.16 -0.09 0.95
H -12.603 12.368 12.679 1.16 -0.02 0.42
H -13.938 12.823 13.732 0.04 0.22 0.43
H -16.106 11.883 13.163 0.44 -0.45 -1.39
H -16.117 10.823 11.722 0.10 0.82 0.93
C -12.004 13.804 19.070 1.04 -1.19 1.84
O -12.663 13.935 20.099 -0.81 0.26 -0.20
N -11.324 12.620 18.916 -0.81 0.67 0.57
N -11.768 14.831 18.225 -1.08 0.85 -0.02
H -11.560 11.946 19.648 0.42 0.17 -0.82
H -10.807 12.429 18.093 0.31 -0.44 -0.45
H -12.590 15.420 18.170 0.15 0.26 0.19
H -11.361 14.665 17.337 0.62 -0.64 -0.95
C -18.876 12.135 13.719 1.28 -2.13 -1.44
O -18.381 11.568 14.694 -0.13 -0.68 0.03
N -18.804 11.573 12.425 0.26 -0.34 2.22
N -19.470 13.305 13.864 -1.03 1.21 -1.91
H -18.280 10.684 12.355 -0.54 0.80 0.01
H -19.082 12.069 11.605 -0.07 0.23 -0.17
H -19.536 13.868 13.024 -0.38 0.19 0.02
H -19.317 13.806 14.696 0.25 0.64 0.99
C -15.008 18.519 15.682 -2.50 0.22 -1.35
O -15.767 18.334 14.702 0.85 0.32 1.26
N -15.492 19.039 16.877 2.78 -0.65 -0.47
N -13.686 18.253 15.562 0.30 -0.43 -0.94
H -16.474 19.165 16.983 -0.97 -0.37 -0.09
H -14.926 18.877 17.705 -0.36 0.23 -0.24
H -13.298 18.042 14.622 -0.69 0.29 1.37
H -13.087 18.456 16.320 0.80 0.21 0.44
C -18.341 7.305 15.649 2.00 0.39 1.49
O -17.612 6.374 15.351 -0.20 -1.06 -0.96
N -19.558 7.550 15.122 0.42 -0.61 -0.11
N -17.902 8.194 16.597 0.80 -1.06 -1.53
H -19.936 6.817 14.569 -0.41 -0.09 -0.42
H -20.006 8.414 15.283 -0.65 0.29 0.10
H -17.041 8.070 17.126 -0.26 0.00 -0.21
H -18.614 8.677 17.008 -1.87 1.81 1.59
C -16.249 8.082 12.459 -1.37 -0.56 1.06
O -17.100 8.975 12.309 1.35 -0.64 -0.36
N -16.629 6.729 12.523 2.17 0.10 0.78
N -14.905 8.285 12.735 -0.12 1.07 -0.85
H -16.132 6.232 13.292 -0.51 0.53 -0.98
H -17.596 6.534 12.628 -0.84 0.42 -0.03
H -14.264 7.531 12.471 -0.51 0.57 0.15
H -14.574 9.250 12.501 -0.25 -1.39 0.09
C -15.149 11.166 21.424 -1.27 -0.18 0.57
C -14.823 11.561 22.884 -0.90 0.98 -0.63
C -15.367 13.037 23.036 -0.46 -0.54 -0.97
O -15.673 13.405 24.358 0.87 -1.37 0.19
C -16.307 14.614 24.537 -0.38 1.53 -0.17
N -15.435 10.599 23.794 0.18 -0.84 -1.79
H -14.721 10.207 21.149 0.38 0.11 -0.08
H -14.879 11.954 20.723 0.32 -0.07 -0.10
H -16.271 11.023 21.323 1.08 0.28 0.23
H -13.738 11.619 23.018 -0.05 -0.30 0.15
H -16.315 13.077 22.435 0.57 0.21 0.25
H -14.595 13.692 22.572 -0.52 0.00 0.26
H -16.284 14.842 25.619 -0.03 -0.06 -0.56
H -17.373 14.622 24.199 0.54 -0.20 0.09
H -15.787 15.437 23.978 -0.31 -0.47 0.44
H -15.699 11.072 24.605 -0.47 0.77 1.75
H -16.293 10.225 23.372 0.49 0.24 0.26
C -16.296 14.522 10.351 -1.28 -0.31 -1.09
C -14.817 14.642 10.009 -0.58 -1.89 -0.73
C -14.702 14.472 8.448 0.16 -0.87 2.13
O -13.408 14.651 7.984 0.94 0.68 -0.91
C -12.386 13.850 8.512 0.56 -0.19 1.03
N -14.098 15.737 10.624 0.46 -0.05 -0.98
H -16.733 13.586 9.925 0.72 0.29 0.38
H -16.978 15.261 9.873 0.78 0.25 0.36
H -16.535 14.483 11.399 0.17 0.12 0.56
H -14.359 13.723 10.372 0.08 -0.19 0.31
H -15.320 15.207 7.999 -0.53 0.69 -0.84
H -15.057 13.446 8.220 -0.03 0.43 0.00
H -12.642 12.782 8.594 -0.06 0.19 -0.31
H -12.094 14.164 9.531 -0.36 -0.05 0.00
H -11.456 13.997 7.950 -0.54 -0.13 -0.38
H -14.743 16.487 10.783 -0.06 0.71 -0.08
H -13.387 16.008 9.924 -0.47 0.33 0.72
C -22.078 15.731 12.593 -0.33 -0.18 -1.35
C -20.916 16.115 11.575 -1.37 -0.75 2.30
C -19.833 16.887 12.302 1.51 0.51 0.59
O -18.876 17.290 11.314 0.33 0.18 0.75
C -18.017 18.330 11.796 0.69 0.10 -1.44
N -20.508 14.885 10.942 1.67 -0.19 0.56
H -22.489 16.571 13.172 0.38 -0.08 -0.27
H -21.789 14.928 13.304 -0.01 0.47 -0.58
H -22.923 15.368 11.927 0.78 0.17 0.96
H -21.303 16.777 10.837 -0.54 0.88 -0.51
H -19.292 16.367 13.186 -0.98 0.31 -1.39
H -20.227 17.847 12.729 -0.26 -0.85 -0.24
H -17.338 18.048 12.628 -0.22 -0.21 -0.59
H -18.588 19.185 12.143 -0.45 0.21 0.16
H -17.455 18.705 10.876 -0.41 -0.66 1.38
H -21.237 14.227 10.761 -0.43 -0.01 -0.25
H -19.888 15.025 10.156 -0.20 -0.07 -0.02
C -21.922 12.020 17.596 0.44 0.20 0.71
C -20.595 11.486 17.099 0.92 -0.58 1.09
C -19.704 11.175 18.343 1.60 1.03 -0.98
O -19.447 12.465 18.995 0.10 -0.79 -1.20
C -18.379 12.468 19.916 -0.91 -1.53 0.70
N -20.792 10.199 16.433 0.26 -0.02 -0.30
H -22.623 12.158 16.778 -0.22 0.07 -0.02
H -21.758 12.974 18.136 -0.26 -0.52 -0.33
H -22.287 11.275 18.325 -0.25 0.38 -0.36
H -20.056 12.179 16.426 -0.23 -0.32 0.52
H -18.736 10.654 18.004 -0.99 1.07 0.32
H -20.153 10.455 19.031 -0.43 0.24 0.09
H -18.588 13.292 20.603 0.08 -0.31 0.28
H -17.359 12.626 19.535 -0.29 -0.28 -0.48
H -18.464 11.437 20.388 0.74 1.37 0.24
H -20.088 10.118 15.698 -0.12 0.35 0.09
H -21.691 10.236 15.983 -0.28 -0.25 -0.33
C -10.867 15.864 14.401 -0.65 -0.15 0.00
C -10.899 14.346 14.550 0.61 0.03 -1.11
C -10.326 13.724 13.283 0.44 0.76 -1.52
O -10.587 12.358 13.222 -1.05 -0.93 0.90
C -9.944 11.516 12.279 0.34 0.30 0.39
N -10.192 13.866 15.711 0.71 0.21 1.29
H -11.553 16.167 13.570 0.63 -0.20 0.61
H -9.840 16.227 14.190 -0.60 -0.05 0.29
H -11.286 16.253 15.343 0.44 0.37 -0.33
H -11.919 14.009 14.671 -0.53 0.00 -0.18
H -9.241 13.917 13.244 0.01 -0.02 0.19
H -10.737 14.229 12.379 -0.03 -0.19 0.37
H -10.594 10.642 12.077 0.32 0.55 0.22
H -8.986 11.196 12.737 -0.30 -0.01 -0.61
H -9.787 12.070 11.352 0.18 -0.17 -0.12
H -10.035 12.872 15.580 0.28 0.10 0.20
H -9.313 14.359 15.962 -0.82 -0.57 -0.69
C -14.774 17.197 20.469 -0.51 -2.83 -1.86
C -15.856 16.098 20.279 0.36 0.69 1.70
C -17.118 16.770 19.836 0.79 -0.84 -0.29
O -17.503 17.569 20.890 -0.78 0.78 0.02
C -18.690 18.244 20.590 -1.15 -1.38 -0.02
N -15.428 15.084 19.361 0.96 -1.30 0.19
H -14.733 17.689 19.511 0.49 0.40 -0.34
H -13.842 16.763 20.762 0.74 -0.25 -0.05
H -15.097 17.828 21.194 -0.87 2.11 2.07
H -16.169 15.719 21.295 0.66 -0.04 -0.59
H -17.844 16.001 19.625 -0.79 -0.43 -0.18
H -16.958 17.340 18.935 0.05 0.46 -0.68
H -18.888 18.831 21.438 -0.36 1.22 0.81
H -19.570 17.560 20.488 0.58 -0.05 0.16
H -18.711 18.787 19.655 0.61 0.56 -0.27
H -16.131 14.357 19.327 -0.44 0.02 -0.31
H -14.635 14.549 19.781 -0.26 0.85 -0.48
C -20.593 18.159 15.857 -0.97 0.60 -1.39
C -19.277 17.895 16.558 -0.31 -0.28 0.12
C -18.646 16.644 15.964 -0.43 -1.70 1.59
O -19.669 15.642 15.717 1.13 0.13 -0.07
C -20.063 14.846 16.845 1.78 1.50 -0.18
N -18.347 18.991 16.516 0.03 1.26 0.73
H -21.221 19.048 16.122 0.88 -0.64 0.32
H -21.208 17.278 15.886 -0.51 -0.29 0.47
H -20.455 18.232 14.749 0.37 0.25 0.74
H -19.413 17.673 17.641 -0.31 0.15 -0.59
H -17.905 16.251 16.689 -0.33 -0.01 0.02
H -18.046 16.718 15.089 -0.02 0.78 -1.14
H -20.546 14.026 16.404 -0.98 -1.00 -0.16
H -20.701 15.436 17.485 -0.39 -0.05 0.45
H -19.172 14.489 17.399 -0.44 0.13 -0.12
H -18.133 19.301 15.580 0.07 -0.25 -0.47
H -18.808 19.789 16.960 0.25 -0.14 -0.10
C -14.687 6.819 17.002 0.93 -0.17 1.98
C -14.480 7.657 18.310 -0.87 -0.51 0.57
C -13.133 8.337 18.526 1.44 -1.70 1.26
O -13.066 8.982 19.835 -0.12 -0.32 -1.97
C -12.961 8.088 20.911 -0.85 1.20 0.80
N -15.448 8.750 18.333 -0.30 1.31 -0.58
H -14.834 7.539 16.246 -0.06 0.55 -1.41
H -15.593 6.205 17.091 0.31 0.21 -0.09
H -13.805 6.173 16.811 -0.55 0.38 -0.04
H -14.802 6.996 19.162 0.91 0.48 -0.51
H -12.978 9.111 17.794 -0.09 0.43 -0.31
H -12.242 7.631 18.443 -0.95 0.58 0.14
H -12.351 7.251 20.703 0.88 -1.04 -0.43
H -13.942 7.713 21.271 0.40 0.30 -0.10
H -12.475 8.717 21.657 -0.20 -0.47 0.51
H -15.374 9.278 19.213 -0.03 -0.55 -0.31
H -15.140 9.461 17.622 -0.81 -0.78 0.47
C -14.302 12.254 17.363 0.98 -0.14 -1.91
C -15.679 12.178 16.717 0.05 -1.38 0.04
C -16.019 13.414 15.880 -0.26 -0.45 0.58
O -14.996 13.692 14.963 0.47 0.25 -0.10
C -15.079 15.022 14.477 -1.25 0.06 -1.66
N -15.790 10.891 15.994 -0.20 0.33 0.79
H -13.976 13.245 17.515 0.03 1.41 0.45
H -13.454 11.837 16.785 -0.66 0.07 -0.64
H -14.156 11.714 18.243 -0.52 -0.83 1.86
H -16.388 12.059 17.580 0.15 0.54 -0.90
H -16.194 14.253 16.533 0.31 0.62 0.63
H -16.939 13.326 15.315 -0.44 -0.57 -0.01
H -14.842 15.011 13.376 0.06 0.05 1.03
H -14.381 15.662 15.005 -0.08 0.29 0.19
H -16.151 15.405 14.537 1.37 -0.27 0.16
H -15.077 10.667 15.317 0.12 0.44 -0.16
H -16.718 10.792 15.609 -0.01 -0.21 -0.30
```
Forces are in eV/Å.

## Properties
HOMO level	-8.6	eV
max |F|	3.4	eV Å⁻¹
LUMO level	0.43	eV
electronic energy	-3952.5692	a.u.
relative energy (zero: lowest compared OMol25 entry of this formula, charge and spin)	0.0	kcal per mole
gap between HOMO and LUMO	9.06	eV
spin multiplicity	1

***

What is the formula in the first record? C17H33NO8PS2